Density functional theory data (ωB97M-V/def2-TZVPD) for a cluster of 11 separate species, C52H123N5O11 in total in a non-equilibrium geometry.

DFT total energy, eV: -85872.412
Spin multiplicity: 2
E_HOMO (spin up / spin down), eV: -9.08 / -9.08
Gap between HOMO and LUMO (spin up / spin down), eV: 6.4 / 2.5
Net charge: +1
⟨S²⟩: 0.7547

Each line ends with the Mulliken spin population.
Geometry (Å):
C (-3.817, 0.078, -4.238)  0.00
C (-2.582, 0.103, -3.205)  0.00
O (-1.555, 0.979, -3.727)  0.00
H (-3.437, -0.383, -5.150)  0.00
H (-4.007, 1.079, -4.624)  0.00
H (-4.743, -0.300, -3.805)  0.00
H (-2.122, -0.845, -2.923)  0.00
H (-2.869, 0.461, -2.216)  0.00
H (-1.948, 1.841, -3.881)  0.00
C (6.115, -0.471, 2.211)  0.00
C (6.765, -0.554, 0.824)  0.00
O (5.918, 0.142, -0.093)  0.00
H (6.745, -1.049, 2.886)  0.00
H (5.198, -1.060, 2.185)  0.00
H (6.041, 0.533, 2.627)  0.00
H (6.805, -1.606, 0.543)  0.00
H (7.800, -0.221, 0.887)  0.00
H (6.381, 0.178, -0.933)  0.00
C (8.921, 2.509, -3.479)  0.00
C (8.902, 2.331, -1.948)  0.00
O (9.451, 1.079, -1.529)  0.00
H (9.945, 2.802, -3.709)  0.00
H (8.346, 3.390, -3.766)  0.00
H (8.658, 1.625, -4.059)  0.00
H (7.931, 2.594, -1.526)  0.00
H (9.516, 3.097, -1.474)  0.00
H (9.979, 1.181, -0.734)  0.00
C (6.488, -1.420, -3.865)  0.00
C (5.153, -1.703, -3.222)  0.00
O (5.426, -2.370, -2.012)  0.00
H (7.064, -2.305, -4.137)  0.00
H (7.233, -0.772, -3.403)  0.00
H (6.229, -0.955, -4.816)  0.00
H (4.475, -2.189, -3.923)  0.00
H (4.796, -0.714, -2.935)  0.00
H (4.562, -2.451, -1.601)  0.00
C (4.274, -3.933, 0.724)  0.00
C (2.965, -3.313, 0.944)  0.00
O (2.686, -2.544, -0.244)  0.00
H (4.681, -4.256, 1.682)  0.00
H (4.924, -3.163, 0.309)  0.00
H (4.188, -4.788, 0.054)  0.00
H (2.800, -2.715, 1.840)  0.00
H (2.152, -4.039, 0.947)  0.00
H (2.155, -1.789, 0.018)  0.00
C (5.777, 5.582, 0.491)  0.00
C (5.544, 4.186, 1.178)  0.00
O (5.891, 3.178, 0.292)  0.00
H (5.497, 6.310, 1.252)  0.00
H (5.148, 5.577, -0.399)  0.00
H (6.820, 5.782, 0.249)  0.00
H (4.532, 4.013, 1.543)  0.00
H (6.265, 4.089, 1.990)  0.00
H (5.563, 2.414, 0.772)  0.00
C (-2.691, -0.054, 5.185)  0.00
C (-1.769, 1.043, 5.834)  0.00
C (-0.690, 0.277, 6.704)  0.00
C (0.436, 1.122, 7.276)  0.00
C (1.157, 1.625, 6.031)  0.00
C (0.260, 2.446, 5.044)  0.00
N (-1.029, 1.721, 4.769)  0.00
O (-1.792, 2.321, 3.842)  0.00
C (-0.046, 3.848, 5.596)  0.00
C (1.003, 2.577, 3.731)  0.00
C (-2.634, 1.970, 6.676)  0.00
H (-2.967, -0.876, 5.845)  0.00
H (-2.320, -0.365, 4.209)  0.00
H (-3.647, 0.418, 4.957)  0.00
H (-1.254, -0.052, 7.576)  0.00
H (-0.243, -0.590, 6.217)  0.00
H (0.928, 0.464, 7.992)  0.00
H (0.150, 2.032, 7.802)  0.00
H (1.451, 0.709, 5.519)  0.00
H (2.132, 2.012, 6.327)  0.00
H (-0.549, 3.795, 6.561)  0.00
H (0.846, 4.456, 5.752)  0.00
H (-0.663, 4.406, 4.892)  0.00
H (0.836, 1.672, 3.148)  0.00
H (0.739, 3.394, 3.059)  0.00
H (2.088, 2.655, 3.802)  0.00
H (-3.143, 1.422, 7.468)  0.00
H (-3.473, 2.181, 6.013)  0.00
H (-2.226, 2.805, 7.246)  0.00
H (-1.398, 2.136, 2.986)  0.00
C (0.450, -6.078, -4.381)  0.00
C (1.806, -5.256, -4.333)  0.00
C (2.578, -5.316, -5.674)  0.00
C (1.719, -4.531, -6.695)  0.00
C (1.551, -3.105, -6.192)  0.00
C (0.805, -2.927, -4.823)  0.00
N (1.516, -3.826, -3.912)  0.00
O (1.122, -3.616, -2.657)  0.00
C (1.059, -1.482, -4.328)  0.00
C (-0.722, -2.983, -5.064)  0.00
C (2.611, -6.051, -3.330)  0.00
H (-0.288, -5.774, -3.638)  0.00
H (0.556, -7.162, -4.332)  0.00
H (-0.196, -5.817, -5.219)  0.00
H (3.604, -4.949, -5.662)  0.00
H (2.679, -6.350, -6.005)  0.00
H (0.882, -5.155, -7.010)  0.00
H (2.176, -4.498, -7.684)  0.00
H (0.985, -2.689, -7.025)  0.00
H (2.519, -2.604, -6.182)  0.00
H (1.009, -0.791, -5.170)  0.00
H (0.404, -1.166, -3.516)  0.00
H (2.118, -1.298, -4.145)  0.00
H (-1.109, -2.133, -5.625)  0.00
H (-1.132, -3.963, -5.308)  0.00
H (-1.240, -2.978, -4.105)  0.00
H (2.250, -5.814, -2.329)  0.00
H (3.596, -5.587, -3.291)  0.00
H (2.533, -7.115, -3.553)  0.00
H (1.915, -3.477, -2.135)  0.00
C (-4.580, -1.718, -0.220)  0.03
C (-4.978, -2.068, 1.299)  -0.01
C (-5.796, -0.836, 1.780)  0.02
C (-6.304, -0.968, 3.246)  -0.01
C (-7.222, -2.197, 3.264)  0.01
C (-6.535, -3.464, 2.778)  -0.02
N (-5.737, -3.351, 1.493)  0.74
O (-5.271, -4.492, 0.834)  0.06
C (-5.613, -4.048, 3.841)  0.07
C (-7.731, -4.404, 2.561)  0.03
C (-3.627, -2.084, 2.062)  0.09
H (-5.430, -2.004, -0.840)  0.00
H (-4.451, -0.640, -0.323)  0.00
H (-3.617, -2.073, -0.586)  0.00
H (-5.214, 0.078, 1.657)  0.00
H (-6.594, -0.541, 1.099)  0.00
H (-5.514, -1.088, 3.988)  0.00
H (-6.897, -0.087, 3.489)  0.00
H (-8.194, -1.948, 2.837)  0.00
H (-7.296, -2.233, 4.350)  0.00
H (-5.210, -5.001, 3.502)  0.00
H (-6.117, -4.370, 4.752)  0.01
H (-4.776, -3.353, 3.909)  -0.01
H (-8.249, -4.143, 1.638)  -0.01
H (-8.497, -4.264, 3.323)  0.00
H (-7.344, -5.421, 2.509)  0.00
H (-3.041, -3.003, 2.078)  0.00
H (-2.885, -1.397, 1.656)  0.00
H (-3.869, -1.666, 3.039)  0.00
H (-5.705, -4.459, -0.022)  0.01
C (-5.900, 2.889, -2.383)  0.00
C (-5.304, 3.550, -1.122)  0.00
C (-5.456, 2.647, 0.204)  0.00
C (-4.348, 2.914, 1.388)  0.00
C (-2.973, 3.235, 0.754)  0.00
C (-2.828, 4.162, -0.441)  0.00
N (-3.790, 3.834, -1.430)  0.00
O (-3.634, 4.667, -2.559)  0.00
C (-2.946, 5.687, 0.064)  0.00
C (-1.434, 3.845, -1.097)  0.00
C (-6.019, 4.900, -0.856)  0.00
H (-6.865, 2.449, -2.130)  0.00
H (-5.281, 2.086, -2.782)  0.00
H (-6.065, 3.550, -3.234)  0.00
H (-6.458, 2.713, 0.628)  0.00
H (-5.292, 1.652, -0.210)  0.00
H (-4.254, 2.062, 2.062)  0.00
H (-4.760, 3.756, 1.945)  0.00
H (-2.537, 2.256, 0.553)  0.00
H (-2.428, 3.547, 1.645)  0.00
H (-2.842, 6.472, -0.686)  0.00
H (-3.924, 5.895, 0.498)  0.00
H (-2.143, 5.924, 0.762)  0.00
H (-0.625, 3.757, -0.372)  0.00
H (-1.419, 2.888, -1.619)  0.00
H (-1.048, 4.593, -1.789)  0.00
H (-5.860, 5.621, -1.658)  0.00
H (-5.754, 5.450, 0.047)  0.00
H (-7.082, 4.661, -0.877)  0.00
H (-3.509, 4.079, -3.307)  0.00
C (-0.152, 0.642, 0.252)  0.00
C (1.211, 0.290, -0.325)  0.00
C (1.848, 1.408, -1.158)  0.00
O (3.190, 1.056, -1.429)  0.00
C (4.058, 2.094, -2.000)  0.00
N (2.018, -0.040, 0.881)  0.00
H (-0.646, -0.029, 0.954)  0.00
H (-0.862, 0.697, -0.573)  0.00
H (-0.131, 1.577, 0.813)  0.00
H (1.158, -0.565, -0.999)  0.00
H (1.870, 2.414, -0.737)  0.00
H (1.191, 1.550, -2.016)  0.00
H (3.663, 2.359, -2.981)  0.00
H (5.116, 1.913, -2.191)  0.00
H (3.897, 2.976, -1.380)  0.00
H (2.988, 0.191, 0.725)  0.00
H (1.781, 0.668, 1.561)  0.00